(A)
A structure of composition CaH2O. Source: the OMol25 dataset; level of theory: the ωB97M-V functional and the def2-TZVPD basis.

Last column: Mulliken charge in e.
Atoms and positions in Å:
O -0.299 -0.172 -0.977  -0.69
H -0.520 -1.099 -0.733  0.34
H -0.168 -0.197 -1.952  0.35
Ca 0.988 1.468 3.663  2.00

Total charge   +2
Gap between HOMO and LUMO   4.845 eV

---

(B)
A structure of composition CaH2O. Source: the OMol25 dataset; level of theory: the ωB97M-V functional and the def2-TZVPD basis.

Last column: Mulliken charge in e.
Atoms and positions in Å:
O 0.575 1.542 -1.731  -0.69
H 1.385 1.394 -2.270  0.39
H 0.551 2.514 -1.582  0.39
Ca -0.049 -0.129 0.144  1.90

Total charge   +2
Gap between HOMO and LUMO   11.105 eV

---

Short version: (A) is the least stable of them.

---

(A)
A structure of composition CaH2O. Source: the OMol25 dataset; level of theory: the ωB97M-V functional and the def2-TZVPD basis.

Last column: Mulliken charge in e.
Atoms and positions in Å:
O 0.670 0.737 -0.734  -0.61
H 1.504 0.614 -1.242  0.36
H 0.353 -0.176 -0.553  0.26
Ca -2.528 -1.175 2.529  2.00

Total charge   +2
Gap between HOMO and LUMO   4.959 eV

---

(B)
A structure of composition CaH2O. Source: the OMol25 dataset; level of theory: the ωB97M-V functional and the def2-TZVPD basis.

Last column: Mulliken charge in e.
Atoms and positions in Å:
O 0.181 -0.089 0.232  -0.65
H 0.837 -0.805 0.071  0.38
H 0.042 -0.095 1.206  0.37
Ca -1.060 0.988 -1.510  1.90

Total charge   +2
Gap between HOMO and LUMO   11.789 eV

---

Short version: (A) is the least stable of them.

---

(A)
A cluster of 2 separate species, C4H13N3 in total. Source: the OMol25 dataset; level of theory: the ωB97M-V functional and the def2-TZVPD basis.

Last column: Mulliken charge in e.
Atoms and positions in Å:
C 2.460 -0.430 -0.275  0.19
C 0.628 -1.878 0.346  -0.86
C -3.340 0.304 -0.307  -1.03
C 0.451 1.689 0.718  -0.38
N 2.990 0.722 -0.598  -0.25
N 1.285 -0.581 0.305  0.23
N 0.265 0.546 0.226  -0.38
H 3.108 -1.429 -0.307  0.30
H -0.387 -1.909 0.334  0.28
H 0.982 -2.278 1.358  0.36
H 1.125 -2.433 -0.379  0.32
H -4.121 -0.157 0.375  0.44
H -3.945 -0.397 -1.081  0.43
H -2.675 0.358 -1.333  0.43
H -0.355 2.362 0.399  0.27
H -2.404 -0.022 0.284  0.29
H 1.216 1.914 1.452  0.41
H 3.954 0.789 -0.762  0.26
H 2.388 1.540 -0.741  0.25
H -3.625 1.292 -0.015  0.43

Total charge   +2
Gap between HOMO and LUMO   8.643 eV

---

(B)
The ion C4H13N3 with charge +2. Source: the OMol25 dataset; level of theory: the ωB97M-V functional and the def2-TZVPD basis.

Last column: Mulliken charge in e.
Atoms and positions in Å:
C 1.517 0.783 0.889  0.89
C 2.217 0.008 -0.221  -1.35
C -2.440 -1.100 -1.109  -0.81
C -1.177 -0.554 -0.104  -0.63
N 2.166 1.188 2.000  -0.35
N 0.228 1.120 0.838  -0.78
N -0.553 0.744 -0.389  0.14
H 3.246 0.074 0.032  0.36
H 2.063 -1.039 -0.338  0.37
H 1.935 0.505 -1.145  0.38
H -2.208 -2.245 -1.216  0.45
H -3.036 -0.563 -0.134  0.38
H -3.581 -1.124 -1.228  0.42
H -1.483 -0.717 0.958  0.55
H -2.231 -0.654 -2.099  0.42
H -0.335 -1.295 -0.129  0.31
H 3.143 0.946 2.074  0.23
H 1.670 1.685 2.727  0.26
H -1.235 1.478 -0.143  0.39
H 0.092 0.762 -1.264  0.37

Total charge   +2
Gap between HOMO and LUMO   7.901 eV

---

Short version: (B) is the least stable of them.

---

(A)
The ion C2H7N2OS with charge +1. Source: the OMol25 dataset; level of theory: the ωB97M-V functional and the def2-TZVPD basis.

Last column: Mulliken charge in e.
Atoms and positions in Å:
C -0.504 0.499 0.067  0.74
C 1.676 -0.507 -0.047  -1.06
N -0.019 1.705 0.245  -0.37
N 0.187 -0.560 0.019  -0.16
O -2.197 -1.329 -0.279  -0.48
S -2.242 0.291 -0.002  0.15
H 2.063 0.149 -0.790  0.40
H 1.974 -0.149 0.903  0.38
H 2.162 -1.485 -0.233  0.34
H 0.822 1.736 0.729  0.18
H -0.508 2.541 0.117  0.21
H -0.282 -1.339 -0.396  0.31
H -3.132 -1.553 -0.332  0.37

Total charge   +1
Gap between HOMO and LUMO   10.113 eV

---

(B)
A cluster of 2 separate species, C2H7N2OS in total. Source: the OMol25 dataset; level of theory: the ωB97M-V functional and the def2-TZVPD basis.

Last column: Mulliken charge in e.
Atoms and positions in Å:
C -0.045 -2.313 0.254  0.74
C -0.231 -0.975 0.039  -0.62
N 2.272 0.385 -0.158  -0.41
N -1.742 1.257 -0.150  -0.84
O 0.089 -3.358 0.585  -0.05
S 1.201 -0.146 0.972  0.09
H 0.002 -0.329 -0.838  0.32
H -1.260 -0.423 0.168  0.45
H 3.177 0.117 -0.419  0.25
H 2.297 1.354 -0.074  0.27
H -2.686 0.952 -0.223  0.28
H -1.534 1.832 -0.929  0.25
H -1.540 1.646 0.773  0.27

Total charge   +1
Gap between HOMO and LUMO   9.223 eV

---

Short version: (B) is the least stable of them.

---

(A)
An isolated molecule of C4H5N. Source: the OMol25 dataset; level of theory: the ωB97M-V functional and the def2-TZVPD basis.

Last column: Mulliken charge in e.
Atoms and positions in Å:
C 0.594 1.845 1.358  0.17
C 0.480 0.831 0.718  -0.76
C 0.353 -0.393 -0.060  -0.05
C -1.158 -1.270 -0.762  -0.42
N -0.369 -0.228 -1.346  -0.41
H 0.695 2.750 1.924  0.40
H 1.282 -0.955 -0.187  0.35
H -0.417 -1.031 0.594  0.23
H -0.564 -2.195 -0.963  0.19
H -0.895 0.647 -1.276  0.30

Total charge   0
Gap between HOMO and LUMO   9.648 eV

---

(B)
A structure of composition C4H5N. Source: the OMol25 dataset; level of theory: the ωB97M-V functional and the def2-TZVPD basis.

Last column: Mulliken charge in e.
Atoms and positions in Å:
C -0.903 -0.324 0.007  -0.14
C 0.283 -0.426 0.099  0.42
C 2.764 0.504 -0.009  -0.18
C -2.352 -0.291 -0.005  -1.20
N 2.231 -0.601 -0.169  -0.25
H 3.846 0.546 -0.120  0.27
H 2.284 1.451 0.236  0.25
H -2.741 -0.419 1.003  0.27
H -2.714 -1.101 -0.637  0.28
H -2.698 0.661 -0.405  0.28

Total charge   0
Gap between HOMO and LUMO   10.019 eV

---

Short version: (A) is the least stable of them.

---

(A)
The ion C5H6N with charge +1. Source: the OMol25 dataset; level of theory: the ωB97M-V functional and the def2-TZVPD basis.

Last column: Mulliken charge in e.
Atoms and positions in Å:
C 2.060 -0.059 -0.006  -0.10
C 3.313 0.154 0.027  -0.32
C 0.868 0.733 -0.025  0.40
C 0.142 -1.313 -0.007  -0.44
C -1.589 0.496 0.016  -0.74
N -0.230 0.062 -0.010  0.09
H 0.924 1.815 -0.044  0.42
H 0.220 -1.832 -0.950  0.36
H 0.141 -1.861 0.922  0.36
H -1.646 1.579 -0.093  0.29
H -2.052 0.202 0.961  0.34
H -2.151 0.024 -0.792  0.33

Total charge   +1
Gap between HOMO and LUMO (alpha / beta)   8.732 / 7.323 eV

---

(B)
A cluster of 2 separate species, C5H6N in total. Source: the OMol25 dataset; level of theory: the ωB97M-V functional and the def2-TZVPD basis.

Last column: Mulliken charge in e.
Atoms and positions in Å:
C -1.734 -0.001 0.042  -0.02
C 0.290 0.688 0.167  0.47
C 0.956 -1.457 -0.401  -0.47
C 0.888 -0.505 0.523  -0.24
C 0.352 1.891 -0.360  -0.57
N -2.832 -0.384 0.167  0.03
H 1.496 -2.298 -0.356  0.35
H 0.352 -1.374 -1.378  0.24
H 1.424 -0.671 1.410  0.36
H 1.230 2.444 -0.617  0.31
H -0.479 2.503 -0.826  0.26
H -3.640 -0.847 0.059  0.26

Total charge   +1
Gap between HOMO and LUMO   9.352 eV

---

Short version: (A) is the least stable of them.

---

(A)
The ion C5H6N with charge +1. Source: the OMol25 dataset; level of theory: the ωB97M-V functional and the def2-TZVPD basis.

Last column: Mulliken charge in e.
Atoms and positions in Å:
C -2.266 -0.321 0.154  -0.74
C -1.484 0.677 0.181  0.14
C -0.210 0.851 0.052  0.01
C 1.173 0.940 -0.444  -0.36
N 1.691 -0.080 0.519  -0.22
C 0.484 -0.390 -0.336  0.01
H -3.027 -0.698 0.823  0.31
H -2.430 -0.477 -0.881  0.33
H 1.773 1.452 -1.080  0.46
H 2.562 -0.578 0.177  0.33
H 1.648 0.003 1.539  0.30
H 0.086 -1.380 -0.705  0.42

Total charge   +1
Gap between HOMO and LUMO   10.113 eV
SMILES   C=C=C1[C@H]2[NH2+][C@@H]12

---

(B)
The ion C5H6N with charge +1. Source: the OMol25 dataset; level of theory: the ωB97M-V functional and the def2-TZVPD basis.

Last column: Mulliken charge in e.
Atoms and positions in Å:
C 0.728 1.206 -0.046  0.13
C -0.705 0.051 1.155  -0.08
C -1.455 -1.954 -0.053  -0.26
C 1.326 0.768 -1.040  -0.53
C 0.211 1.225 1.296  0.08
N -0.996 -0.882 0.513  0.00
H -2.422 -2.052 -0.361  0.31
H -1.006 -2.913 -0.183  0.29
H 2.184 1.392 -1.544  0.27
H 1.104 -0.172 -1.736  0.24
H 0.913 0.755 2.110  0.25
H -0.422 2.069 1.590  0.29

Total charge   +1
Gap between HOMO and LUMO (alpha / beta)   8.051 / 6.734 eV

---

Short version: (A) is the least stable of them.

---

(A)
The ion C5H6N with charge +1. Source: the OMol25 dataset; level of theory: the ωB97M-V functional and the def2-TZVPD basis.

Last column: Mulliken charge in e.
Atoms and positions in Å:
C -0.798 1.508 -2.442  -0.62
C -0.429 1.082 -1.283  -0.03
C -0.080 0.673 -0.071  -0.25
C 0.253 -0.806 0.471  -0.36
C 0.559 -1.229 1.810  0.31
N 0.811 -1.563 2.883  0.05
H -1.842 1.607 -2.698  0.26
H -0.089 1.829 -3.190  0.26
H 0.043 1.422 0.700  0.40
H -0.604 -1.424 0.163  0.35
H 1.124 -1.138 -0.114  0.34
H 1.053 -1.960 3.769  0.31

Total charge   +1
Gap between HOMO and LUMO   9.325 eV
SMILES   C=C=CCC#[NH+]

---

(B)
The ion C5H6N with charge +1. Source: the OMol25 dataset; level of theory: the ωB97M-V functional and the def2-TZVPD basis.

Last column: Mulliken charge in e.
Atoms and positions in Å:
C 1.909 0.414 0.238  -0.18
C 3.095 0.534 0.106  0.05
C -0.242 0.954 0.084  0.31
C -0.638 2.108 -0.248  -0.57
C 0.339 -1.350 -0.177  -0.92
N 0.556 -0.062 0.454  0.14
H -1.686 2.468 -0.027  0.27
H -0.069 3.047 -0.691  0.28
H 0.482 -2.056 0.630  0.41
H -0.626 -1.615 -0.406  0.43
H 1.046 -1.696 -0.896  0.33
H 0.440 -0.360 1.484  0.46

Total charge   +1
Gap between HOMO and LUMO (alpha / beta)   10.474 / 5.663 eV

---

(C)
The ion C5H6N with charge +1. Source: the OMol25 dataset; level of theory: the ωB97M-V functional and the def2-TZVPD basis.

Last column: Mulliken charge in e.
Atoms and positions in Å:
C 0.792 -0.182 -0.010  0.53
C 2.182 -0.074 -0.053  -0.45
C -1.499 0.394 0.014  -0.29
C -0.114 0.881 0.051  -0.20
C -1.240 -1.144 0.023  -0.19
N 0.026 -1.324 -0.021  -0.48
H 2.965 -0.932 0.075  0.32
H 2.626 0.909 0.275  0.28
H -2.200 0.776 0.864  0.37
H -1.709 0.807 -0.996  0.29
H 0.062 1.900 -0.289  0.39
H -1.892 -2.010 0.066  0.42

Total charge   +1
Gap between HOMO and LUMO   7.442 eV

---

(D)
The ion C5H6N with charge +1. Source: the OMol25 dataset; level of theory: the ωB97M-V functional and the def2-TZVPD basis.

Last column: Mulliken charge in e.
Atoms and positions in Å:
C -2.494 -0.020 0.025  -0.72
C -1.232 0.404 0.013  -0.08
C -0.111 -0.495 0.018  0.27
N 1.149 -0.212 -0.003  -0.08
C 2.555 -0.459 -0.035  -0.07
C 2.266 0.780 0.052  -0.12
H -3.159 0.776 -0.123  0.26
H -2.954 -1.054 0.189  0.26
H -1.181 1.487 0.012  0.27
H -0.281 -1.644 -0.148  0.27
H 3.082 -1.434 -0.032  0.37
H 2.360 1.872 0.032  0.38

Total charge   +1
Gap between HOMO and LUMO   9.586 eV
SMILES   C=CC=[N+]1C=C1

---

Short version: (B) is the least stable of them.